[1]
DFT (ωB97M-V/def2-TZVPD) results for 11 unconnected molecules or ions with the total composition C74H169N11O11 in a non-equilibrium geometry.

The calculation puts the HOMO energy at -8.5 eV. As for the SMILES: CC1(C)CCCC(C)(C)N1O.CC1(C)CCCC(C)(C)N1O.CC1(C)CCCC(C)(C)N1O.CC1(C)CCCC(C)(C)N1O.CC1(C)CCCC(C)(C)N1O.CC1(C)CCCC(C)(C)N1O.COC[C@H](C)N.COC[C@H](C)N.COC[C@H](C)N.COC[C@H](C)N.COC[C@H](C)N.

```
! RIJCOSX wB97M-V def2-TZVPD def2/J DEFGRID3
* xyz 0 1
C 7.4164 0.8934 1.0909
C 6.6922 -0.3300 0.6228
C 7.4801 -0.8035 -0.5694
C 6.9522 -2.2217 -0.9311
C 6.9974 -3.2206 0.2227
C 6.3068 -2.7064 1.5091
N 6.8468 -1.2923 1.7481
O 6.2879 -0.7118 2.9400
C 4.7520 -2.7832 1.5136
C 6.7867 -3.5945 2.6915
C 5.2331 0.0950 0.2036
H 8.4697 0.7212 1.3894
H 6.8856 1.4201 1.8907
H 7.4249 1.5277 0.2061
H 7.3507 -0.0982 -1.4649
H 8.5233 -0.8385 -0.3805
H 7.5208 -2.6337 -1.7657
H 5.9476 -2.1733 -1.3112
H 8.0759 -3.4035 0.5429
H 6.6262 -4.2227 -0.1123
H 4.4586 -2.4039 2.5423
H 4.2738 -2.0951 0.7735
H 4.3007 -3.8084 1.3201
H 7.9079 -3.5071 2.8566
H 6.3557 -3.3314 3.6332
H 6.6192 -4.6496 2.4959
H 4.7145 0.5996 1.0087
H 4.5777 -0.6162 -0.2785
H 5.3563 0.9091 -0.4727
H 7.0074 -0.6504 3.5798
C -4.7276 5.7875 -0.8053
C -4.0511 5.5348 0.5738
C -3.5283 4.1334 0.6599
C -2.7150 3.9142 1.9314
C -1.4928 4.8516 1.8369
C -1.9388 6.3235 1.8682
N -2.8550 6.4837 0.6786
O -3.3414 7.8110 0.7405
C -2.4793 6.8267 3.2307
C -0.7244 7.2061 1.3550
C -5.1405 5.9203 1.6479
H -4.0495 5.8560 -1.5377
H -5.4182 6.6746 -0.7842
H -5.4246 4.9505 -1.0100
H -4.3407 3.3731 0.5610
H -2.9169 3.9354 -0.1873
H -2.2544 2.9431 1.9838
H -3.2876 3.9810 2.8573
H -1.0495 4.6069 0.8738
H -0.8022 4.5411 2.6302
H -1.7903 7.4268 3.8242
H -3.3573 7.5473 3.1690
H -2.8520 6.0638 3.9109
H -0.4539 6.9719 0.3199
H -1.0211 8.2791 1.3700
H 0.1033 7.1355 1.9643
H -6.1688 5.3895 1.5597
H -5.4648 6.9876 1.6614
H -4.7876 5.5802 2.6160
H -3.1414 8.1319 -0.1389
C -8.9851 2.1590 4.5069
C -8.3324 0.8527 4.6632
C -9.1163 -0.3504 4.0067
C -9.1464 -0.1455 2.5236
C -7.7130 -0.2921 2.0331
C -6.7995 0.8135 2.5451
N -6.9481 0.8580 4.0261
O -6.3356 2.1058 4.4883
C -5.3669 0.4780 2.1804
C -7.1471 2.1287 1.7744
C -8.1518 0.5243 6.1248
H -10.0214 2.1167 4.9162
H -8.9998 2.5420 3.5459
H -8.4804 3.0066 5.0950
H -8.7108 -1.3408 4.2986
H -10.1359 -0.3613 4.4198
H -9.6528 0.8419 2.2217
H -9.7579 -0.9262 2.0797
H -7.6778 -0.3618 0.9353
H -7.3027 -1.3102 2.3419
H -4.5766 1.0823 2.6538
H -5.1252 -0.5542 2.5388
H -5.2252 0.4832 1.0857
H -6.6428 3.0089 2.1153
H -6.9217 2.0642 0.7064
H -8.2124 2.4654 1.7494
H -7.4324 1.2444 6.6039
H -7.7254 -0.4882 6.2451
H -9.0499 0.6248 6.7028
H -5.5035 1.8519 4.8168
C 3.1138 6.4749 1.1661
C 3.8690 6.3422 -0.1612
C 4.1709 4.8219 -0.2958
C 4.6920 4.4510 -1.6865
C 3.6888 4.8148 -2.7114
C 3.3756 6.3396 -2.6700
N 3.0277 6.7628 -1.2563
O 2.9200 8.2181 -1.2810
C 4.5556 7.1756 -3.3157
C 2.0787 6.6107 -3.4907
C 5.2139 7.0577 -0.0177
H 2.8871 7.5394 1.3035
H 3.7475 6.0730 1.9863
H 2.1989 5.9531 1.0054
H 4.9371 4.5316 0.4387
H 3.3062 4.2592 -0.0596
H 4.7489 3.3415 -1.7256
H 5.7390 4.8059 -1.8536
H 2.7888 4.2734 -2.4215
H 4.0084 4.5190 -3.6976
H 4.7375 6.7281 -4.2885
H 4.2556 8.2211 -3.4662
H 5.4424 6.9814 -2.6878
H 2.0914 6.1125 -4.4643
H 1.2474 6.1495 -2.9170
H 1.8986 7.7523 -3.5295
H 5.5252 6.8214 1.0825
H 5.1013 8.1566 -0.1079
H 6.0458 6.8069 -0.6497
H 1.9718 8.3799 -1.0467
C 0.8999 -1.0409 0.7595
C -0.3606 -0.3135 0.2984
C -0.6105 0.8793 1.2056
C 0.3707 2.0178 0.9899
C 0.4247 2.5090 -0.3899
C 0.6487 1.3800 -1.4115
N -0.2798 0.1948 -1.1196
O 0.0476 -0.8696 -1.9760
C 0.3347 1.8076 -2.8327
C 2.1160 1.0139 -1.2790
C -1.5831 -1.2974 0.3903
H 0.6868 -1.3775 1.7964
H 1.8685 -0.4725 0.8278
H 1.0129 -1.9519 0.1720
H -1.5982 1.2421 0.9543
H -0.5289 0.4997 2.2175
H 1.3086 1.5967 1.1141
H 0.2213 2.8326 1.7472
H 1.1081 3.2598 -0.5805
H -0.5561 3.0105 -0.6709
H 0.6443 1.0389 -3.4773
H -0.7563 2.1051 -2.9540
H 0.9516 2.6710 -3.1019
H 2.7136 1.4234 -2.1293
H 2.5014 1.4228 -0.3647
H 2.1959 -0.0293 -1.3414
H -1.5424 -1.9059 1.2929
H -1.3565 -2.0917 -0.3424
H -2.5261 -0.8375 0.1945
H -0.6954 -0.8744 -2.6220
C -5.2074 -4.6511 -4.4494
C -3.7965 -5.2097 -4.3710
C -3.0448 -4.4020 -3.3233
C -1.7059 -4.9797 -2.8927
C -1.9010 -6.4182 -2.3331
C -2.6891 -7.2625 -3.2919
N -3.8893 -6.5733 -3.7488
O -4.6540 -7.4478 -4.6765
C -1.7941 -7.8413 -4.4351
C -3.1636 -8.4657 -2.5235
C -3.1835 -5.1826 -5.7700
H -5.7225 -5.0384 -5.4216
H -5.0556 -3.6098 -4.5245
H -5.7371 -4.8316 -3.5466
H -2.9351 -3.3994 -3.7110
H -3.6781 -4.2285 -2.4248
H -1.2339 -4.3319 -2.1614
H -0.9498 -5.0087 -3.7383
H -2.3400 -6.4024 -1.2966
H -0.9600 -6.9505 -2.2473
H -0.9736 -8.3365 -3.9396
H -2.3833 -8.6445 -4.9221
H -1.3956 -7.2061 -5.1866
H -4.0967 -8.8797 -2.9991
H -2.4026 -9.1870 -2.2812
H -3.5719 -8.0822 -1.5351
H -3.4928 -6.0585 -6.2673
H -2.1137 -5.0603 -5.8620
H -3.5861 -4.2883 -6.3324
H -5.5265 -7.3885 -4.3458
C 4.6534 3.1805 3.4779
C 3.6524 2.2529 4.0706
C 2.2333 2.8178 3.9874
O 2.1939 3.7819 4.9819
C 1.0778 4.6645 4.8663
N 3.6903 0.9738 3.4021
H 5.6798 2.7937 3.3433
H 4.7000 4.0888 4.0139
H 4.3490 3.3240 2.3809
H 3.8243 2.1251 5.1448
H 1.4597 2.0109 4.1462
H 1.9150 3.2039 2.9767
H 1.0766 5.2263 3.9376
H 1.0939 5.2504 5.7395
H 0.0844 4.1861 5.0212
H 2.9039 0.3562 3.5868
H 4.5562 0.4516 3.4114
C 2.7997 -6.7589 3.8597
C 1.7255 -6.1737 4.8143
C 0.2915 -6.5735 4.4094
O -0.0905 -6.2872 3.0874
C 0.1869 -4.9873 2.6926
N 2.0630 -6.6382 6.2002
H 2.8543 -6.3984 2.7960
H 2.4248 -7.7908 3.7686
H 3.8417 -6.7720 4.2047
H 1.7992 -5.0844 4.8417
H -0.4431 -6.0785 5.1538
H 0.1746 -7.6484 4.5772
H 1.2693 -4.8772 2.3094
H 0.0721 -4.2110 3.4113
H -0.5237 -4.8170 1.8715
H 2.2145 -7.5974 6.3206
H 1.3731 -6.3721 6.8600
C 1.9911 -1.8267 -4.6017
C 3.5012 -1.9048 -4.5698
C 4.1541 -0.6370 -4.2124
O 3.6445 0.3973 -5.1590
C 4.1815 1.6290 -4.7088
N 3.8420 -2.9334 -3.5603
H 1.7979 -1.0584 -5.3290
H 1.7118 -1.4629 -3.6153
H 1.5496 -2.7313 -4.9015
H 3.9033 -2.2714 -5.5487
H 5.2630 -0.7911 -4.4220
H 4.0326 -0.4189 -3.1379
H 5.3158 1.6022 -4.7075
H 3.8391 1.8094 -3.7456
H 3.7935 2.4059 -5.4030
H 3.2316 -3.7668 -3.7073
H 4.8160 -2.9310 -3.3317
C -5.6818 0.5712 -1.9639
C -4.2077 0.1155 -2.0856
C -3.8389 0.3194 -3.5839
O -2.4433 -0.1552 -3.6631
C -1.9950 -0.2485 -5.0456
N -3.3372 0.8870 -1.1544
H -6.4327 0.4672 -2.7996
H -5.7070 1.6895 -1.9066
H -6.1757 0.2773 -1.0541
H -4.0542 -0.9134 -1.7980
H -3.8693 1.3545 -3.8025
H -4.4613 -0.2695 -4.2267
H -2.6455 0.2561 -5.7222
H -1.9851 -1.3028 -5.3834
H -0.9923 0.1285 -5.1266
H -3.5111 1.8773 -1.2781
H -2.3665 0.7164 -1.2729
C 1.5803 -4.4107 -1.0990
C 2.3614 -5.6218 -1.3702
C 2.2359 -6.4856 -0.1748
O 2.7603 -7.8178 -0.2940
C 1.8561 -8.7992 0.1487
N 2.0331 -6.0748 -2.6862
H 0.5057 -4.6285 -1.0926
H 1.7883 -3.5458 -1.7246
H 1.7508 -4.1555 -0.0609
H 3.5008 -5.3861 -1.4192
H 1.1162 -6.4648 0.0161
H 2.7337 -5.9682 0.6300
H 1.5061 -8.5150 1.1080
H 2.4729 -9.7459 0.2072
H 0.9981 -8.9838 -0.5304
H 2.3975 -7.0120 -2.8800
H 1.0201 -6.1992 -2.7077
*
```

Results of the Löwdin charge analysis, in e, for atoms 1 through 6:
1. C -0.054
2. C -0.520
3. C -0.131
4. C -0.179
5. C -0.135
6. C -0.477



[2]
DFT (ωB97M-V/def2-TZVPD) results for 8 unconnected molecules or ions with the total composition C74H84BF8NO4S in a non-equilibrium geometry.

The calculation puts the HOMO energy at -8.3 eV. As for the SMILES: CCOB(O)c1ccc2c(c1OC[C@@H](C)C(C)C)Sc1c(CCF)ccc(CCCCCCCCCOC)c1N2.Fc1ccccc1.Fc1ccccc1.Fc1ccccc1.Fc1ccccc1.Fc1ccccc1.Fc1ccccc1.Fc1ccccc1.

```
! RIJCOSX wB97M-V def2-TZVPD def2/J DEFGRID3
* xyz 0 1
C -3.0169 4.4387 0.7360
C -1.7965 3.9200 1.5854
O -0.5624 4.3220 0.9401
B 0.3117 3.1932 0.9299
O 0.8559 2.8425 2.2117
C 0.7000 2.4103 -0.3939
C 0.1932 2.8517 -1.6898
C 0.5390 2.2093 -2.9669
C 1.4316 1.0629 -2.9840
C 1.9254 0.5668 -1.6753
C 1.5794 1.2141 -0.4129
O 2.1151 0.7154 0.7786
C 3.5408 1.0997 0.7444
C 4.0485 1.6304 2.1378
C 3.4737 0.7588 3.3075
C 5.6402 1.6852 2.1234
C 6.2657 1.7813 0.6724
C 6.1985 2.9141 2.9489
S 3.0006 -0.9152 -1.7781
C 2.1778 -1.8355 -3.1395
C 2.0151 -3.2871 -3.1603
C 2.5824 -4.1395 -1.9883
C 1.5034 -4.6673 -0.9901
F 0.7944 -5.7501 -1.5857
C 1.3152 -3.8473 -4.3248
C 0.8188 -3.0488 -5.4385
C 1.0144 -1.6046 -5.4073
C 0.5546 -0.6363 -6.5603
C 1.9089 -0.1686 -7.2946
C 1.8345 1.2936 -7.8736
C 1.6127 2.4215 -6.7964
C 2.9496 2.9699 -6.1539
C 2.5409 4.2124 -5.2429
C 3.5268 4.4545 -4.0423
C 3.1741 5.8017 -3.2680
C 1.8679 5.6820 -2.4155
O 1.2651 6.9383 -2.0938
C 0.0258 6.7044 -1.4151
C 1.6783 -0.9992 -4.2389
N 1.8023 0.4543 -4.2487
H -3.2791 5.4600 1.1287
H -2.6727 4.5673 -0.3199
H -3.8927 3.7421 0.7547
H -1.7750 4.3111 2.6367
H -1.8733 2.7894 1.6055
H 0.2027 2.2270 2.5970
H -0.4899 3.7351 -1.7817
H 0.1132 2.6026 -3.9158
H 4.1126 0.1610 0.5043
H 3.6587 1.8984 -0.0265
H 3.7033 2.7030 2.2220
H 3.6680 1.3264 4.2613
H 2.3694 0.5707 3.2205
H 3.9551 -0.2588 3.3823
H 6.0834 0.7551 2.5901
H 7.3416 2.0973 0.7954
H 5.7514 2.5383 0.0140
H 6.3108 0.7851 0.1523
H 5.9534 2.8690 4.0371
H 7.3145 2.9303 2.7875
H 5.8176 3.8488 2.4454
H 3.0726 -5.0417 -2.4604
H 3.4082 -3.5548 -1.5066
H 0.7782 -3.8641 -0.7117
H 1.9994 -5.0903 -0.0714
H 1.1727 -4.9505 -4.3488
H 0.2855 -3.4989 -6.3102
H -0.0220 0.2367 -6.1686
H -0.0589 -1.1862 -7.3198
H 2.0194 -0.8672 -8.1733
H 2.7842 -0.3359 -6.6060
H 2.7976 1.4843 -8.4332
H 1.0059 1.3558 -8.6285
H 1.1525 3.2977 -7.3448
H 0.8871 2.1296 -5.9951
H 3.6820 3.3067 -6.9423
H 3.4857 2.2166 -5.5218
H 1.5311 3.9756 -4.8215
H 2.5536 5.1276 -5.8926
H 4.5723 4.5881 -4.4224
H 3.5126 3.6331 -3.2713
H 3.0327 6.6343 -4.0049
H 4.0024 6.0966 -2.5675
H 2.0196 5.1022 -1.4523
H 1.0997 5.0797 -2.9954
H 0.1743 6.1493 -0.4422
H -0.4672 7.6781 -1.1393
H -0.7174 6.1635 -2.0763
H 2.8196 0.6278 -4.3285
F -1.3629 0.1760 4.1759
C -0.7447 0.5488 5.3174
C -1.0773 1.7558 5.9041
C -0.4443 2.1364 7.0809
C 0.5191 1.3109 7.6492
C 0.8469 0.1025 7.0454
C 0.2071 -0.2839 5.8753
H -1.8250 2.3894 5.4418
H -0.7015 3.0766 7.5545
H 1.0138 1.6103 8.5615
H 1.6009 -0.5385 7.4861
H 0.4432 -1.2259 5.3954
F -0.9804 -3.5643 -8.6296
C -2.0798 -4.1813 -8.1552
C -2.5557 -3.8458 -6.9011
C -3.6921 -4.4770 -6.4125
C -4.3315 -5.4435 -7.1799
C -3.8398 -5.7753 -8.4372
C -2.7096 -5.1366 -8.9315
H -2.0390 -3.0957 -6.3146
H -4.0785 -4.2168 -5.4344
H -5.2158 -5.9386 -6.7959
H -4.3368 -6.5317 -9.0327
H -2.3170 -5.3755 -9.9121
F 3.3585 8.7941 5.3846
C 2.7869 7.8999 4.5571
C 2.5866 8.2359 3.2303
C 2.0009 7.3102 2.3755
C 1.6136 6.0655 2.8601
C 1.8163 5.7430 4.1964
C 2.4117 6.6632 5.0504
H 2.8876 9.2133 2.8735
H 1.8458 7.5591 1.3319
H 1.1529 5.3462 2.1943
H 1.5103 4.7738 4.5731
H 2.5856 6.4263 6.0929
F -0.3260 -11.5319 -2.0188
C -0.6890 -10.5112 -1.2214
C -1.4039 -10.7750 -0.0670
C -1.7743 -9.7213 0.7587
C -1.4349 -8.4173 0.4148
C -0.7202 -8.1654 -0.7511
C -0.3400 -9.2196 -1.5720
H -1.6659 -11.7965 0.1796
H -2.3279 -9.9165 1.6695
H -1.7285 -7.5957 1.0582
H -0.4600 -7.1495 -1.0203
H 0.2245 -9.0440 -2.4795
F 0.2614 2.8028 10.1696
C -0.3896 3.8803 10.6462
C 0.3306 5.0091 10.9919
C -0.3428 6.1220 11.4785
C -1.7252 6.0885 11.6232
C -2.4356 4.9455 11.2764
C -1.7651 3.8353 10.7794
H 1.4078 5.0132 10.8797
H 0.2096 7.0147 11.7454
H -2.2489 6.9561 12.0071
H -3.5123 4.9188 11.3932
H -2.3027 2.9388 10.4957
F -6.0902 -5.7833 -3.8794
C -7.0451 -6.7048 -4.0988
C -6.7714 -7.7807 -4.9232
C -7.7549 -8.7354 -5.1464
C -9.0034 -8.5969 -4.5508
C -9.2671 -7.5079 -3.7282
C -8.2807 -6.5580 -3.4956
H -5.7953 -7.8675 -5.3848
H -7.5486 -9.5862 -5.7844
H -9.7719 -9.3400 -4.7288
H -10.2416 -7.3985 -3.2677
H -8.4652 -5.7078 -2.8508
F -2.6360 -1.4940 7.4782
C -3.1594 -2.3751 6.6084
C -3.2503 -2.0346 5.2707
C -3.7867 -2.9474 4.3716
C -4.2351 -4.1842 4.8221
C -4.1423 -4.5114 6.1697
C -3.5962 -3.6042 7.0688
H -2.9047 -1.0664 4.9405
H -3.8559 -2.6945 3.3204
H -4.6575 -4.8939 4.1201
H -4.4956 -5.4737 6.5206
H -3.5079 -3.8452 8.1209
*
```

Results of the Löwdin charge analysis, in e, for atoms 1 through 6:
1. C -0.056
2. C -0.217
3. O -0.044
4. B -0.535
5. O 0.098
6. C 0.027



Question: Which formula does entry 1 have?
Answer: C74H169N11O11